{"formula": "C9H18Cl2STc", "method": "ωB97M-V/def2-TZVPD", "symbols": ["Tc", "Cl", "Cl", "C", "H", "H", "C", "C", "H", "C", "H", "C", "H", "H", "C", "H", "H", "C", "H", "H", "H", "H", "C", "S", "C", "H", "H", "H", "H", "H", "H"], "coordinates": [[0.253254, 0.128971, 0.519869], [0.356524, -2.127800, 0.131135], [1.280425, 2.131694, 1.035414], [2.725733, -0.267751, -1.097899], [3.213638, 0.331739, -0.338385], [3.217400, -1.118649, -1.546142], [-1.493239, 0.678038, 0.011280], [1.517148, 0.171324, -1.647470], [-2.472433, 0.738498, 0.527703], [0.937102, -0.547724, -2.862076], [1.188289, 1.214143, -1.480980], [-0.330350, 0.153963, -3.379815], [1.679682, -0.601348, -3.680210], [0.739744, -1.603199, -2.612484], [-1.521440, -0.004363, -2.425650], [-0.119625, 1.214793, -3.570017], [-0.598454, -0.278968, -4.353260], [-1.663462, 1.140937, -1.399026], [-2.426229, -0.025752, -3.046384], [-1.479256, -0.988062, -1.934573], [-0.961736, 1.966364, -1.572297], [-2.661819, 1.578052, -1.510879], [-1.452805, -0.488789, 4.567124], [-0.546253, -0.200346, 2.782092], [1.127529, -0.375000, 3.458947], [-2.534756, -0.396199, 4.449490], [-1.068327, 0.250834, 5.248225], [-1.177317, -1.471640, 4.907402], [1.291602, 0.484978, 4.107127], [1.113236, -1.278033, 4.063878], [1.866196, -0.410701, 2.647853]], "forces_ev_per_a": [[-1.4, 0.4, -1.2], [-0.2, -0.9, 0.0], [0.3, 0.5, 0.1], [-2.3, 1.7, -1.1], [0.1, -0.1, 0.0], [-0.1, -0.3, 0.4], [0.1, -0.1, 0.3], [2.8, -0.5, -0.4], [0.9, -0.4, 0.5], [-0.1, 0.2, 0.0], [0.3, -0.5, 0.0], [0.2, -0.7, -0.1], [-0.1, 0.3, 0.4], [-0.1, 0.4, 0.0], [-0.2, 0.1, -0.7], [0.0, -0.1, 0.1], [0.1, 0.0, 0.2], [-0.1, 0.1, -0.2], [0.1, 0.1, 0.2], [0.1, 0.3, 0.0], [0.0, -0.2, -0.3], [0.1, 0.0, 0.1], [0.4, 0.3, -1.6], [-1.5, -0.5, 3.3], [-0.5, 0.2, 0.2], [0.3, 0.0, -0.2], [0.1, 0.4, 0.1], [0.1, -0.4, -0.1], [0.3, 0.0, -0.2], [0.4, -0.2, -0.2], [-0.1, -0.1, 0.4]], "lowdin_spin": [2.700, 0.086, 0.084, 0.181, 0.011, 0.011, -0.318, -0.022, -0.007, -0.006, 0.010, -0.001, -0.003, 0.000, -0.017, 0.000, 0.000, -0.023, -0.001, -0.001, -0.009, 0.002, 0.145, 0.143, 0.014, 0.002, 0.008, 0.007, 0.002, 0.002, 0.002], "de_lowest_kj_mol": 43.0, "lumo_ev": [0.19, -0.81], "gap_ev": [7.40, 7.54], "energy_ha": -1752.982804, "e_homo_ha": [-0.265, -0.307], "s_squared": 4.031, "multiplicity": 4}

***

{"formula": "C9H18ClIN2O2PPbS", "method": "ωB97M-V/def2-TZVPD", "symbols": ["C", "C", "H", "H", "H", "O", "I", "Pb", "P", "C", "C", "H", "H", "H", "C", "H", "H", "H", "H", "H", "H", "C", "O", "Cl", "S", "C", "N", "C", "C", "N", "H", "H", "H", "H", "H", "H"], "coordinates": [[-0.716723, -2.821047, -1.226898], [0.374373, -1.818519, -1.461617], [-0.317303, -3.818054, -1.487678], [-1.609514, -2.555145, -1.818279], [-1.019502, -2.865455, -0.169064], [1.576146, -2.093756, -1.490378], [1.330080, 1.612370, 0.196446], [-3.062104, 0.265702, 1.600200], [-0.062239, -0.130107, -2.284846], [1.506779, 0.484531, -2.977029], [-0.689116, -0.948576, -3.783812], [-2.075351, 1.259736, -2.102543], [-1.015469, 1.711822, -3.511026], [-0.603753, 2.240873, -1.844694], [-1.046312, 1.434005, -2.440394], [-1.744040, -1.199767, -3.612587], [-0.612432, -0.247533, -4.625184], [1.314455, 0.802542, -4.007928], [2.274693, -0.290704, -2.950786], [-0.062422, -1.824055, -4.009814], [1.866616, 1.350369, -2.411473], [2.535723, -0.410806, -0.128646], [3.464629, -0.861417, 0.384065], [-3.446207, -1.100822, -0.521946], [-0.795360, -0.955388, 1.782954], [-0.266798, -0.039437, 3.165293], [1.011245, 0.187058, 3.493462], [1.154744, 1.404482, 4.286404], [-0.285665, 1.861992, 4.511930], [-1.054520, 0.840845, 3.822885], [1.791312, -0.382021, 3.157958], [1.734671, 2.141734, 3.713821], [1.666855, 1.224033, 5.238927], [-0.502270, 2.832345, 4.044153], [-0.542899, 1.903856, 5.575745], [-2.072339, 0.804305, 3.892387]], "forces_ev_per_a": [[0.0, -0.2, -0.5], [1.7, -1.6, 0.6], [-0.2, 0.4, 0.0], [0.4, -0.3, 0.4], [0.2, 0.2, -0.3], [-2.5, 1.6, 0.7], [1.4, -1.6, 0.0], [-1.4, -0.6, -1.4], [0.5, 1.2, -3.6], [0.5, 0.1, 0.7], [-0.2, -0.5, 0.0], [0.1, 0.1, -0.3], [0.1, -0.4, 0.5], [-0.1, -0.2, -0.2], [-0.7, 0.0, 1.4], [0.3, -0.2, -0.3], [0.0, -0.1, 0.3], [0.0, -0.2, 0.2], [0.0, 0.1, -0.3], [-0.5, 0.1, 0.0], [0.0, -0.2, -0.5], [2.8, 0.4, 2.8], [-3.5, 1.1, -2.4], [0.3, 0.9, 0.8], [0.4, -0.6, 0.8], [0.3, 1.3, 0.1], [-0.7, -0.8, -0.7], [0.9, 0.4, 0.6], [-0.2, 0.6, 0.6], [-0.2, -0.9, -0.5], [-0.5, 0.3, 0.3], [-0.1, -0.2, 0.2], [0.0, -0.1, -0.3], [0.1, -0.2, 0.3], [0.0, 0.0, -0.3], [0.8, -0.1, 0.2]], "nbo_charge": [-0.750, 0.475, 0.306, 0.277, 0.299, -0.456, 0.534, 1.300, 1.226, -0.962, -0.922, 0.279, 0.304, 0.240, -0.867, 0.276, 0.284, 0.299, 0.281, 0.277, 0.238, 0.625, -0.296, -0.593, -0.297, 0.372, -0.544, -0.238, -0.236, -0.578, 0.446, 0.222, 0.265, 0.226, 0.261, 0.428], "de_lowest_kj_mol": 91.7, "lumo_ev": -14.47, "gap_ev": 4.97, "energy_ha": -2302.868841, "e_homo_ha": -0.714, "charge": 3}

***

{"formula": "C9H18IN4", "method": "ωB97M-V/def2-TZVPD", "symbols": ["C", "C", "C", "C", "C", "N", "N", "C", "N", "N", "C", "C", "C", "I", "H", "H", "H", "H", "H", "H", "H", "H", "H", "H", "H", "H", "H", "H", "H", "H", "H", "H"], "coordinates": [[-4.105755, 0.358185, 0.828387], [-2.973983, 0.373754, -0.210689], [-1.531944, 0.488155, 0.375470], [-0.439947, 0.743082, -0.713842], [0.897029, 1.014577, 0.031517], [1.060564, 2.393323, 0.344116], [0.990656, 0.235539, 1.239923], [1.352816, -1.088944, 1.169206], [1.602400, -1.841807, 2.284310], [1.554061, -1.748973, 0.085525], [1.890273, -1.138791, -1.031218], [1.952524, -1.992841, -2.236312], [2.206519, 0.290068, -1.082646], [4.293274, 0.489341, -0.280847], [-3.894360, -0.218800, 1.702316], [-5.156493, 0.141853, 0.561684], [-4.334872, 1.360228, 1.089212], [-3.058043, 1.283584, -0.823376], [-3.236569, -0.409592, -1.022586], [-1.531643, 1.380763, 0.959940], [-1.386661, -0.410619, 1.008845], [-0.699394, 1.801692, -1.053876], [-0.269092, 0.173303, -1.616890], [0.987558, 2.844837, -0.508324], [1.705609, 2.704925, 0.922909], [0.420527, 0.595763, 2.027293], [2.138304, -2.697753, 2.161083], [1.785295, -1.435406, 3.301872], [2.241134, -1.362343, -3.159946], [0.906756, -2.396547, -2.299301], [2.656186, -2.755621, -2.077502], [1.977273, 0.825064, -1.976253]], "forces_ev_per_a": [[-0.6, 0.5, -0.4], [-1.0, -0.2, -2.0], [-1.3, -2.2, -1.7], [0.0, 3.0, 1.0], [2.1, -1.2, -1.2], [-4.3, -3.6, -2.4], [0.4, -1.5, 1.0], [0.3, 1.8, 4.4], [0.5, 2.0, 2.8], [0.6, -0.3, -4.1], [0.2, -0.9, 0.6], [-1.4, 2.2, -1.6], [-1.6, 1.3, 3.8], [-1.6, 0.1, -0.7], [0.3, -0.4, 0.6], [0.8, -0.9, -0.9], [0.5, 1.3, 1.0], [-0.3, 0.0, 0.2], [1.3, 0.6, 1.5], [0.0, 0.5, 0.8], [0.3, 0.5, -0.3], [0.1, -1.4, -0.2], [-0.6, -0.8, 0.1], [0.0, 1.8, -1.5], [4.0, 1.4, 3.1], [0.8, -0.6, -0.6], [-0.5, 0.2, -0.4], [-0.9, -0.7, -3.3], [-0.6, -1.2, 1.4], [1.0, 0.0, -0.4], [0.8, -1.3, 0.1], [0.6, 0.0, -0.9]], "nbo_charge": [-0.633, -0.402, -0.403, -0.457, 0.383, -0.816, -0.625, 0.695, -0.748, -0.539, 0.437, -0.691, -0.432, 0.198, 0.206, 0.237, 0.214, 0.199, 0.217, 0.216, 0.198, 0.230, 0.223, 0.379, 0.387, 0.443, 0.433, 0.431, 0.239, 0.271, 0.271, 0.239], "de_lowest_kj_mol": 103.3, "lumo_ev": -4.72, "gap_ev": 8.05, "energy_ha": -870.147596, "e_homo_ha": -0.469, "charge": 1, "smiles": "CCCC[C@@]1(N)NC(=[NH2+])N=C(C)[C@@H]1I"}